A molecular structure, C19H19HgN3O7SeTe, computed with the ωB97M-V functional and the def2-TZVPD basis.

Computed properties:
⟨S²⟩: 0.7618
largest force on an atom: 0.68 eV/Å
spin multiplicity: 2
total charge: -1
gap between HOMO and LUMO (spin up / spin down): 0.2087 / 0.2433 Ha
HOMO energy (spin up / spin down): -0.1406 / -0.1752 Ha
LUMO energy (spin up / spin down): 1.85 / 1.85 eV

Last column: natural (NBO) charge in e.
CARTESIAN COORDINATES (ANGSTROEM)
Hg1 -1.4087 1.0098 -1.7498  1.17
O1 0.0546 -3.3476 -1.8728  -0.69
C1 -0.3915 -2.1800 -1.3351  0.71
O2 0.4357 -1.3519 -0.9174  -0.74
C2 -1.7987 -2.0183 -1.2767  -0.05
C3 -2.6973 -3.0506 -1.6415  -0.16
C4 -4.0329 -2.8872 -1.4451  -0.24
C5 -4.4979 -1.6702 -0.8689  -0.27
C6 -3.5928 -0.6845 -0.5995  0.08
N1 -2.2606 -0.7982 -0.8099  -0.63
C7 -4.0249 0.6274 -0.0025  0.76
O3 -5.2661 1.0398 -0.3109  -0.67
O4 -3.3324 1.2592 0.7505  -0.57
H1 1.0099 -3.2323 -1.9604  0.49
H2 -2.2917 -3.9628 -2.0542  0.23
H3 -4.7326 -3.6688 -1.7076  0.21
H4 -5.5464 -1.5374 -0.6437  0.22
H5 -5.5143 0.6577 -1.1664  0.51
N2 2.8619 1.2212 -2.0556  -0.86
C8 1.6482 1.3636 -2.6780  0.70
O5 1.1583 0.4959 -3.3821  -0.65
C9 0.9985 2.7140 -2.4633  -0.54
C10 -0.5141 2.7115 -2.5949  -0.78
H6 3.2136 0.2762 -2.1102  0.37
H7 2.9032 1.6447 -1.1203  0.43
H8 1.4451 3.3745 -3.2179  0.22
H9 1.3051 3.0913 -1.4892  0.24
H10 -0.8455 2.6331 -3.6285  0.23
H11 -0.9511 3.6000 -2.1470  0.22
O6 1.0322 1.8242 0.4378  -0.57
O7 2.3809 2.1106 0.7786  -0.62
C11 0.8026 0.7889 3.2350  -0.75
Te1 0.3997 0.1520 1.2267  1.66
C12 2.3194 -0.6743 1.3527  -0.77
C13 2.7336 -0.7173 2.7924  0.07
C14 3.8569 -1.4264 3.2071  -0.23
C15 4.2476 -1.4104 4.5364  -0.21
C16 3.5142 -0.6832 5.4651  -0.22
C17 2.3955 0.0254 5.0568  -0.19
C18 2.0000 0.0199 3.7230  -0.06
H12 -0.0739 0.6312 3.8643  0.23
H13 1.0046 1.8605 3.1690  0.27
H14 2.8546 0.1498 0.8377  0.31
H15 2.3972 -1.6151 0.8176  0.25
H16 4.4288 -1.9917 2.4807  0.21
H17 5.1251 -1.9628 4.8481  0.21
H18 3.8127 -0.6704 6.5057  0.21
H19 1.8169 0.5891 5.7795  0.21
Se1 -3.5538 0.4522 -3.8343  -0.48
C19 -3.4497 2.0894 -4.6367  0.04
N3 -3.3800 3.1281 -5.1444  -0.48